No. 1
{"formula": "C4H9N4", "method": "wB97M-V/def2-TZVPD", "species": ["C", "C", "C", "C", "N", "N", "N", "N", "H", "H", "H", "H", "H", "H", "H", "H", "H"], "positions_angstrom": [[1.2642, 1.3881, 0.7662], [1.7335, 0.1326, 0.5666], [0.1176, -0.5761, -0.1568], [-2.0021, 0.6770, -0.5461], [-0.0896, 1.6192, 0.4176], [-0.6059, 0.5056, -0.1875], [2.8194, -0.7218, 0.7508], [-0.2085, -1.8887, -0.3613], [1.7015, 2.2302, 1.3878], [-1.9807, 1.2892, -1.4865], [-2.4622, -0.2723, -0.7971], [-2.4662, 1.0819, 0.4082], [-0.5383, 2.4938, 0.0955], [3.5954, -0.3604, 0.2405], [2.5726, -1.6052, 0.3815], [0.5760, -2.5972, -0.3476], [-1.0431, -2.1687, -0.8196]], "total_charge": 1, "fmax_ev_per_a": 5.19, "e_lumo_ev": -2.91, "total_energy_ha": -376.503238}

---

No. 2
{"formula": "C4H9N4S", "method": "wB97M-V/def2-TZVPD", "species": ["C", "C", "C", "C", "N", "N", "N", "N", "S", "H", "H", "H", "H", "H", "H", "H", "H", "H"], "positions_angstrom": [[1.8180, -1.1054, 0.0470], [0.6700, -1.3207, 0.6908], [2.1433, 0.2327, -0.3076], [0.1976, 1.0149, 0.6053], [-0.1771, -0.2624, 0.9880], [1.3658, 1.2528, 0.0686], [3.2366, 0.4658, -1.0306], [-0.6273, 1.9719, 1.0406], [-3.1962, -0.5462, -0.5329], [2.3012, -1.9014, -0.6108], [0.3239, -2.3582, 0.9403], [-1.1739, -0.4396, 1.2030], [-3.1182, -0.5286, -1.8169], [3.7433, -0.3717, -1.3360], [3.4077, 1.2455, -1.7043], [-1.5469, 1.7197, 0.8274], [-0.4373, 3.0067, 1.0157], [-4.2876, -1.4096, -0.7750]], "total_charge": 1, "fmax_ev_per_a": 2.65, "e_lumo_ev": -3.65, "total_energy_ha": -774.809967}

---

No. 3
{"formula": "C4H9N7", "method": "wB97M-V/def2-TZVPD", "species": ["H", "N", "C", "N", "N", "C", "C", "C", "N", "N", "N", "N", "H", "H", "H", "H", "H", "H", "H", "H"], "positions_angstrom": [[1.6399, -2.2621, 0.9095], [1.0915, -1.3869, 0.8787], [1.6478, -0.6429, -0.0303], [2.6531, -1.0212, -0.9178], [1.2235, 0.6407, -0.2989], [0.2751, 1.3719, 0.5768], [-1.1288, 1.5365, -0.0023], [-1.9673, 0.3018, -0.0762], [-3.1660, 0.2394, -0.6047], [-3.5293, -1.0727, -0.4757], [-2.6386, -1.7407, 0.1098], [-1.6246, -0.9065, 0.3538], [3.3880, -0.3591, -1.1437], [3.0421, -1.9332, -0.7289], [1.4347, 0.9914, -1.2617], [0.7069, 2.3591, 0.8314], [0.2809, 0.8622, 1.5552], [-1.6283, 2.3065, 0.6142], [-0.9036, 1.9590, -0.9959], [-0.7973, -1.2432, 0.7065]], "fmax_ev_per_a": 3.23, "e_lumo_ev": 0.43, "total_energy_ha": -541.096902}